1.
Computed, not measured: a molecular structure, C60H36BrCl4F6N4O2S2W at a distorted geometry, with ωB97M-V with the def2-TZVPD basis set.

Last column: Löwdin charge in e.
Positions of all 116 atoms, in Å:
C 2.64 -0.94 -3.97  -0.1950
F 3.08 -0.39 -6.27  0.1549
Cl -1.11 -1.66 9.89  0.6419
C -1.75 -5.46 -1.13  -0.6660
C -3.52 -0.65 -1.64  -0.3670
C 4.69 -3.10 0.29  -0.0056
C -1.36 -2.72 -1.18  -0.1969
H -6.16 5.66 2.51  0.1030
H 3.98 -2.34 -3.04  0.0897
H 4.13 -3.54 -0.52  0.1240
C -4.37 0.57 -1.40  -0.0113
C -4.46 -2.35 -3.24  -0.0896
H -1.50 2.47 -3.58  0.1110
H 4.29 -2.10 -4.77  0.0975
C -3.97 1.61 -0.67  -0.0264
C -3.34 4.89 0.00  -0.0098
F 1.56 -2.96 -3.41  0.1679
C 1.63 -2.03 -4.37  -0.5668
H 0.82 0.55 6.02  0.1286
C 3.03 -0.56 -1.41  0.0043
C 0.39 -1.08 -1.56  -0.3621
C 1.62 2.91 -0.22  -1.1829
C 1.74 -1.71 1.79  -0.1985
Br -3.33 -1.24 1.14  0.9663
C -3.16 -0.50 -4.17  -0.0754
Cl 8.35 -3.40 1.86  0.6445
H -4.82 -3.51 -0.08  0.1041
H 4.36 -0.78 2.73  0.1276
H 2.50 0.89 -2.83  0.0833
H -2.09 -5.32 -3.24  0.1059
H -3.86 6.76 -0.91  0.1061
C -2.81 2.74 1.14  -0.1226
C -2.36 0.61 -4.31  -0.1019
F 2.02 -2.67 -5.49  0.1464
C 1.02 -2.13 3.89  0.0089
O 1.12 4.08 0.14  -0.2118
C -1.21 -3.43 0.00  -0.0786
C -1.64 -3.42 -2.35  -0.0201
H 0.38 3.63 2.03  0.0775
H 6.71 -1.48 3.16  0.1042
C -4.59 -2.83 -0.89  -0.1452
C 6.70 -2.91 1.57  -0.6697
C -3.91 -1.69 -0.64  -0.5251
C -0.03 -0.42 7.74  -0.1009
C -0.74 -0.40 4.01  -0.1043
C -5.36 5.44 1.82  -0.1012
N 1.13 -1.86 -0.87  0.1758
O 0.86 -0.14 -2.38  0.0591
H -2.57 4.65 -0.72  0.1258
C -5.06 6.33 0.81  -0.6711
H -4.68 2.41 -0.52  0.1110
H 6.47 -4.25 -0.08  0.1041
S 2.91 2.96 -1.24  0.6723
N -1.56 1.11 2.30  -0.1029
H -0.92 -2.91 0.90  0.0718
F 3.66 1.04 -4.77  0.1414
N -1.49 1.96 -0.86  -0.0175
H -0.82 3.81 0.72  0.0429
W -1.07 0.31 0.47  1.3046
C -1.95 1.77 4.45  0.0311
C -2.63 1.82 -0.04  -0.3832
C -1.85 -4.79 -2.33  -0.0951
C 0.14 -1.17 3.21  -0.2277
C -2.31 2.30 2.30  -0.2559
H 0.89 -2.49 4.89  0.1126
H 0.04 5.25 1.36  0.1000
H -5.37 0.54 -1.82  0.1313
H -4.88 3.55 2.70  0.1177
C -1.05 -1.24 -1.30  -0.1761
C -1.00 -1.30 8.19  -0.6729
C -3.60 3.98 1.04  -0.1841
H -3.44 -0.96 -5.12  0.0998
C 6.00 -3.50 0.53  -0.0976
C -0.82 -0.71 5.47  -0.2317
H -2.64 -2.57 7.67  0.1038
C -1.88 -1.89 7.30  -0.0989
F 1.58 0.78 -5.26  0.1803
C -1.79 -1.59 5.95  -0.0118
C 6.13 -1.94 2.37  -0.0976
H -1.70 -2.88 -3.29  0.1200
S 1.15 1.39 0.59  0.6981
C -1.81 1.47 -3.29  -0.0379
H 2.86 -3.04 3.20  0.1190
Cl -5.98 7.81 0.66  0.6411
C 4.01 -1.61 -3.84  0.0117
C -4.63 4.27 1.93  -0.0262
C -3.72 -1.18 -3.05  -0.2023
H 3.94 -0.04 -1.15  0.1223
C -2.46 2.74 3.67  0.0223
C -4.06 6.06 -0.11  -0.0926
H -4.64 -2.64 -4.27  0.1077
C 4.82 -1.55 2.13  -0.0196
H -1.92 1.75 5.53  0.1122
H 0.66 0.04 8.45  0.1030
C -1.42 -4.80 0.04  -0.0985
C 4.08 -2.14 1.10  -0.1828
C 0.06 -0.13 6.39  -0.0308
H -5.48 -4.06 -2.44  0.0801
H 4.77 -0.86 -3.59  0.1032
H -2.16 0.91 -5.33  0.0799
C -4.93 -3.15 -2.23  -0.1302
C -1.71 1.12 -2.00  -0.3114
H -1.32 -5.35 0.97  0.1009
C 2.38 -1.38 -0.58  -0.2714
C 2.01 -2.40 3.04  -0.0028
C 0.11 4.19 1.13  -0.0777
Cl -2.03 -7.19 -1.09  0.6164
H -2.48 -2.05 5.25  0.1243
C 2.27 -0.16 -2.65  -0.1899
C 2.73 0.12 -5.08  -0.5778
N 0.47 -1.03 1.91  0.0194
C -1.38 0.74 3.58  -0.2290
F 0.40 -1.58 -4.59  0.1837
C -2.03 -0.23 -1.49  -0.2584
C 2.69 -1.71 0.81  -0.0612
H -2.92 3.66 3.98  0.1113

As for the total charge: -1. For the orbital gap (spin up / spin down), the calculation gives 3.881 / 3.881 eV. For the HOMO energy (spin up / spin down), the calculation gives -3.3 / -3.3 eV.

---

2.
Computed, not measured: a molecular structure, C60H40Cl4MgN9O2S at a distorted geometry, with ωB97M-V with the def2-TZVPD basis set.

Last column: Löwdin charge in e.
Positions of all 117 atoms, in Å:
C 11.95 11.67 12.27  -0.0180
H 16.89 10.09 4.72  0.0876
C 14.81 10.43 17.95  -0.1011
H 12.48 10.44 14.04  0.0966
H 14.67 13.87 17.73  0.1118
H 15.93 19.89 9.58  0.1141
H 17.73 12.98 13.94  0.1152
C 12.49 21.50 10.43  -0.0774
C 16.03 15.19 16.68  -0.0041
C 19.72 17.68 17.12  -0.1067
C 12.49 11.17 16.69  -0.0433
H 11.49 11.47 16.32  0.1335
Cl 22.26 18.51 16.74  0.6624
C 19.41 16.74 14.56  -0.0337
C 16.15 11.22 6.30  -0.3407
C 8.63 12.11 9.47  -0.1048
H 9.44 12.48 11.36  0.1118
S 15.85 14.91 9.03  0.5735
C 13.59 9.96 18.37  -0.7013
C 16.53 17.24 13.51  -0.2430
N 15.16 14.82 14.57  0.0626
C 18.46 17.37 16.65  -0.0507
C 17.04 13.37 6.98  -0.0599
H 15.77 11.70 16.51  0.1347
C 13.25 17.10 10.73  -0.2081
H 19.87 18.04 18.14  0.1027
H 14.30 10.58 7.22  0.1087
N 14.31 7.74 12.37  0.0875
H 16.77 6.77 11.30  0.1040
C 18.87 12.42 12.13  -0.0639
C 14.18 18.18 11.06  -0.0107
C 8.88 12.18 8.12  -0.7404
H 18.76 7.01 15.07  0.0847
H 11.25 11.00 11.70  0.1037
C 12.74 20.17 10.66  -0.0711
H 21.56 16.94 14.39  0.0931
H 12.10 13.56 8.11  0.1428
H 15.70 10.23 18.57  0.1218
C 9.67 12.55 10.30  -0.0293
C 13.58 22.28 9.85  -0.7468
C 18.24 16.88 15.37  -0.1657
C 14.93 12.55 7.90  -0.0625
C 14.00 19.60 10.50  -0.1541
C 10.12 12.59 7.58  -0.0950
C 16.68 7.07 12.36  -0.0462
H 7.66 11.74 9.77  0.0993
C 13.69 11.71 16.22  -0.1874
N 13.17 15.84 11.27  0.0757
H 15.27 9.71 5.24  0.0898
H 16.60 15.57 17.52  0.0902
C 11.10 13.09 8.45  -0.0283
H 18.18 18.78 13.44  0.1161
C 15.00 14.28 16.78  -0.0506
H 15.59 22.35 9.05  0.1201
H 17.62 17.58 17.28  0.1062
N 15.76 14.28 10.42  -0.1297
C 12.44 13.04 11.83  -0.1541
O 14.58 15.58 8.80  -0.3079
C 17.89 7.17 14.47  -0.1290
C 17.82 6.82 13.12  -0.1193
N 17.73 12.92 10.14  0.1451
C 12.19 15.18 10.60  -0.2322
C 20.83 17.72 16.24  -0.6935
H 11.94 18.18 9.27  0.0985
N 16.70 13.51 12.25  0.0838
Cl 13.36 9.05 19.80  0.6711
C 11.60 16.05 9.57  0.0037
N 13.28 13.52 12.84  0.0542
H 10.72 15.82 9.00  0.1028
H 11.90 19.52 10.90  0.1148
C 17.17 12.19 6.25  -0.0298
C 16.49 18.87 11.95  0.0278
C 12.41 10.21 17.66  -0.1175
H 11.49 9.74 17.95  0.0965
C 15.49 7.56 13.00  -0.3211
C 13.30 12.55 13.85  -0.2302
N 15.42 16.95 12.76  0.0767
H 11.52 21.97 10.69  0.1113
C 10.88 13.12 9.83  -0.1926
C 20.69 17.12 14.98  -0.0931
C 14.81 21.72 9.57  -0.1139
H 16.70 19.80 11.39  0.0941
N 16.17 10.15 5.42  0.0725
C 15.01 20.37 9.89  -0.0467
H 14.15 12.56 8.68  0.1025
H 14.18 7.65 11.37  0.0942
H 14.72 8.35 14.91  0.0941
C 15.59 7.95 14.39  -0.0349
H 16.93 8.19 16.07  0.0947
C 17.77 13.01 12.84  -0.1167
C 16.94 16.53 14.68  -0.0342
C 16.76 13.52 10.90  -0.4303
C 12.13 17.27 9.81  -0.0272
H 13.49 8.16 12.88  0.1152
C 16.11 15.49 15.25  -0.2451
C 18.75 12.33 10.74  -0.1414
C 15.32 17.91 11.84  -0.2137
O 17.04 15.68 8.74  -0.3230
C 13.75 12.79 15.17  -0.0329
H 19.78 12.24 12.75  0.1009
Cl 13.33 23.90 9.55  0.6941
H 18.64 6.39 12.58  0.0869
C 14.82 11.24 16.84  -0.0518
Mg 14.82 14.87 12.48  0.6509
C 14.53 13.96 15.46  -0.2204
H 19.30 11.54 10.19  0.1164
C 15.95 13.55 7.82  -0.2645
H 19.23 16.40 13.51  0.1316
C 12.59 11.36 13.44  -0.0444
Cl 7.63 11.98 7.02  0.6955
H 18.03 11.87 5.73  0.0832
C 11.85 13.81 10.73  -0.0581
C 15.05 11.39 7.16  -0.0460
C 16.79 7.78 15.07  -0.1115
H 10.32 12.76 6.54  0.0971
C 17.27 18.36 12.96  -0.0078
H 17.81 14.11 7.12  0.0988

As for the total charge: -1. For the orbital gap (spin up / spin down), the calculation gives 5.469 / 5.476 eV. For the HOMO energy (spin up / spin down), the calculation gives -4.3 / -4.3 eV.

---

3.
Computed, not measured: a molecular structure, C60H45MnN3OP2S2 at a distorted geometry, with ωB97M-V with the def2-TZVPD basis set.

Last column: Löwdin spin population.
Positions of all 114 atoms, in Å:
H 1.92 -7.31 0.44  0.0002
C -0.59 -4.17 1.79  0.0043
N -1.85 -1.69 -2.08  0.0501
C -1.72 -1.17 -3.33  0.0055
H 0.26 4.24 -3.27  0.0000
H -1.80 4.53 3.55  0.0000
H -3.73 3.32 -0.50  0.0002
H 4.59 -3.43 -1.25  -0.0003
N -0.51 0.53 -4.59  0.0222
C 0.62 1.23 -4.99  -0.0007
C 2.55 -1.01 3.40  0.0015
C -1.22 1.22 4.05  0.0001
H 4.47 -5.87 0.59  0.0008
H -2.20 3.19 6.27  0.0001
C -0.59 -0.30 -3.52  0.0281
H 1.67 4.61 0.88  -0.0001
C 3.66 -3.32 -0.72  -0.0009
C 2.89 3.89 -0.73  0.0043
H -5.85 -0.23 -2.35  -0.0001
C 0.54 2.21 -5.97  0.0029
H 4.08 2.88 -2.20  -0.0001
C -1.71 4.89 -2.72  0.0004
H -1.93 3.70 1.25  0.0003
C 3.39 2.77 -1.37  -0.0003
H 3.62 -1.22 -1.00  0.0007
C -1.66 3.47 3.36  -0.0001
C 1.18 -2.94 0.65  0.0170
H -4.21 -2.82 -4.92  0.0000
H -4.46 -3.71 -2.61  0.0004
C 1.37 -5.36 1.17  0.0031
C 4.13 -0.13 1.81  0.0043
H 1.54 -1.24 3.68  0.0002
C -3.50 0.64 -0.06  0.0046
H 5.71 -1.23 4.58  0.0000
C -0.09 -2.99 1.27  0.0147
C 3.59 -1.28 4.27  0.0002
C 4.90 -1.01 3.90  -0.0003
S -1.22 -1.59 1.10  0.0474
H 0.21 2.25 -1.77  0.0018
C -1.03 -0.69 2.66  0.0091
C -3.56 -2.49 -4.13  0.0014
C 3.03 1.48 -4.96  -0.0007
O -2.57 -2.14 1.14  0.0143
H -0.65 -2.51 3.67  0.0003
H 3.98 1.19 -4.55  -0.0001
C -5.56 0.04 1.01  0.0001
C 2.37 -6.45 0.95  0.0005
C -0.98 0.45 5.20  0.0015
H 4.35 0.35 0.87  0.0004
H -0.47 3.43 6.09  0.0001
H -1.36 0.69 -5.12  0.0008
H 3.17 4.88 -1.06  0.0002
C 3.08 -2.05 -0.59  0.0157
C 3.49 -5.80 0.10  0.0024
H 6.19 -0.20 2.39  0.0002
C -2.81 -2.57 -1.86  0.0061
C 1.69 2.80 -6.45  -0.0012
Mn -0.26 -0.59 -0.70  4.4387
C -1.72 2.99 2.04  0.0030
C -2.83 4.63 -1.94  0.0007
H 2.76 -6.82 1.90  0.0002
C 3.08 -4.38 -0.07  0.0136
H -2.89 -2.95 -0.85  0.0003
H 3.59 -6.29 -0.88  0.0008
C 1.88 -1.82 0.08  0.0101
H -7.16 -0.54 -0.29  0.0001
H -3.81 0.66 2.07  0.0002
C -1.76 2.68 -1.04  0.0127
H -3.68 5.29 -1.98  0.0001
N 0.41 -0.41 -2.62  0.0220
C -4.09 0.41 -1.31  0.0020
C -1.55 1.66 1.71  0.0049
S 1.98 -0.34 -3.21  0.0075
C -2.57 -1.56 -4.38  0.0048
C -2.86 3.53 -1.10  0.0025
H -3.51 0.60 -2.20  0.0001
P 1.51 -0.19 0.91  0.0762
C 5.17 -0.42 2.68  0.0015
C -0.77 -0.89 5.08  0.0004
C -1.26 0.71 2.74  0.0021
C -4.24 0.46 1.10  0.0027
H -0.10 1.28 6.96  0.0001
C -1.41 2.58 4.37  0.0017
C 1.68 2.48 0.78  0.0067
H -6.14 -0.08 1.91  0.0000
C -1.03 1.34 6.41  0.0002
C 1.87 0.89 -4.47  0.0047
H 1.63 3.54 -7.23  -0.0001
C -0.80 -1.45 3.79  0.0043
H -1.69 5.75 -3.37  0.0000
C -1.29 2.76 5.85  0.0003
H -1.83 1.02 7.08  0.0001
C -0.61 4.04 -2.66  0.0000
C 0.15 -5.36 1.79  -0.0005
C -5.39 -0.03 -1.39  -0.0002
C 1.85 -4.17 0.58  0.0009
H -0.26 -6.24 2.26  -0.0001
H 3.84 2.86 -6.37  0.0003
C 3.03 1.50 -0.95  0.0046
C -0.64 2.93 -1.83  0.0030
C 2.94 2.43 -5.96  0.0038
C 2.05 3.74 0.36  0.0001
H -1.59 -4.16 2.18  0.0003
H 3.45 0.65 -1.46  0.0002
C -3.69 -3.00 -2.85  0.0053
C 2.82 -0.43 2.17  0.0253
H -0.58 -1.54 5.92  0.0000
C 2.16 1.34 0.12  0.0127
H 1.04 2.35 1.65  0.0010
P -1.75 1.16 -0.04  0.0513
H -2.43 -1.17 -5.38  0.0006
H 3.39 -1.72 5.24  0.0000
C -6.13 -0.21 -0.23  0.0027
H -0.43 2.50 -6.36  0.0001

As for the total charge: +2. For the orbital gap (spin up / spin down), the calculation gives 6.319 / 6.494 eV. For the HOMO energy (spin up / spin down), the calculation gives -12.1 / -12.4 eV. The spin multiplicity is 6.